Entry 1:
Here is a molecular structure, C24H24N3ORhS2 in a non-equilibrium geometry from the OMol25 dataset. Energies are from ωB97M-V/def2-TZVPD.

Its HOMO energy (alpha / beta) is -14.4488 / -14.4047 eV. Its gap between HOMO and LUMO (alpha / beta) is 0.2429 / 0.2379 Eh.

Structure (ORCA input):
```
! RIJCOSX wB97M-V def2-TZVPD def2/J DEFGRID3
* xyz 2 1
Rh 0.68 1.42 -0.54
N 3.52 2.65 -1.45
C 2.50 2.21 -1.17
H 4.39 3.07 -1.75
N 0.71 -0.57 -0.39
S 0.64 -1.46 0.98
C 2.28 -2.14 1.19
C 2.47 -2.93 2.33
C 3.72 -3.47 2.55
C 4.76 -3.22 1.65
C 4.55 -2.43 0.53
C 3.30 -1.87 0.30
C -0.32 -2.87 0.54
C -1.60 -2.96 1.09
C -2.40 -4.03 0.75
C -1.92 -5.00 -0.13
C -0.64 -4.90 -0.67
C 0.17 -3.83 -0.34
H 0.19 -0.99 -1.15
H 1.66 -3.11 3.02
H 3.90 -4.09 3.42
H 5.74 -3.65 1.83
H 5.36 -2.24 -0.16
H 3.11 -1.25 -0.57
H -1.95 -2.20 1.78
H -3.39 -4.12 1.17
H -2.54 -5.84 -0.38
H -0.28 -5.66 -1.35
H 1.18 -3.76 -0.74
N -1.16 4.18 5.93
C -0.84 3.75 4.92
C -0.45 3.20 3.65
C 0.40 2.10 3.61
C 0.80 1.57 2.39
C 0.31 2.16 1.24
C -0.52 3.27 1.24
C -0.91 3.79 2.47
H 0.76 1.66 4.53
H 1.49 0.74 2.36
H -0.87 3.74 0.33
H -1.56 4.65 2.52
O -1.23 1.16 -1.51
S -1.29 2.38 -2.46
C -2.91 3.16 -2.21
C -3.47 3.36 -3.62
C -3.18 2.05 -4.36
C -1.70 1.75 -4.12
H -2.78 4.07 -1.63
H -3.48 2.43 -1.64
H -2.97 4.19 -4.11
H -4.53 3.59 -3.57
H -3.40 2.12 -5.42
H -3.80 1.25 -3.95
H -1.05 2.27 -4.82
H -1.45 0.69 -4.11
*
```

Entry 2:
Here is a single C5H9NS molecule in a non-equilibrium geometry from the OMol25 dataset. Energies are from ωB97M-V/def2-TZVPD.

As for the structure (SMILES): CC1(C)C=NCS1. Its HOMO energy is -8.7471 eV. Its gap between HOMO and LUMO is 0.3521 Eh.

Structure (ORCA input):
```
! RIJCOSX wB97M-V def2-TZVPD def2/J DEFGRID3
* xyz 0 1
C -0.05 1.38 -1.21
C -0.16 0.44 0.00
C -1.46 0.48 0.63
C 0.04 -1.22 -0.67
N 0.93 -1.87 -0.11
C 1.65 -1.31 0.98
S 1.32 0.53 1.07
H -0.95 1.31 -1.82
H 0.95 1.27 -1.80
H -0.14 2.49 -0.78
H -2.28 -0.19 0.00
H -1.85 1.46 0.78
H -1.46 0.05 1.65
H -0.71 -1.56 -1.48
H 1.50 -1.90 1.97
H 2.65 -1.35 0.78
*
```

Entry 3:
Here is 7 unconnected molecules or ions with the total composition C6H22O6 in a non-equilibrium geometry from the OMol25 dataset. Energies are from ωB97M-V/def2-TZVPD.

As for the structure (SMILES): C=C/C(C)=C/C.O.O.O.O.O.O. Its HOMO energy is -8.9753 eV. Its gap between HOMO and LUMO is 0.3423 Eh.

Structure (ORCA input):
```
! RIJCOSX wB97M-V def2-TZVPD def2/J DEFGRID3
* xyz 0 1
C 1.77 0.95 1.80
C 1.05 1.81 1.10
C 0.31 1.56 -0.15
C 0.69 2.44 -1.32
C -0.46 0.47 -0.27
C -1.26 0.13 -1.49
H 2.00 -0.07 1.52
H 2.30 1.27 2.69
H 0.95 2.82 1.45
H 0.85 3.47 -1.03
H -0.05 2.29 -2.11
H 1.60 2.07 -1.78
H -0.67 0.02 0.69
H -0.57 -0.03 -2.32
H -2.04 0.88 -1.59
H -1.76 -0.82 -1.39
O -2.41 1.51 2.12
H -1.91 1.73 2.92
H -1.70 1.49 1.46
O -0.41 -2.21 1.43
H -1.33 -1.99 1.68
H -0.06 -2.82 2.08
O -3.00 -1.16 1.65
H -3.76 -1.16 1.07
H -2.82 -0.23 1.91
O 3.57 0.58 -1.55
H 2.90 -0.13 -1.51
H 3.40 1.04 -0.71
O 1.53 -1.35 -1.94
H 1.11 -1.20 -2.80
H 0.85 -1.89 -1.48
O -0.54 -2.97 -1.31
H -0.12 -3.76 -0.94
H -0.85 -2.58 -0.49
*
```